[1]
A molecular structure, C18H45CrCsN3O12PS2 at a distorted geometry. Source: OMol25; level of theory: wB97M-V/def2-TZVPD.

Values from the calculation:
HOMO level (spin up / spin down)	0.0816 / 0.0808	Eh
molar mass	775.6	g/mol
2S+1	4
charge	-3
largest force on an atom	0.090	hartree/bohr
⟨S²⟩	3.7854
LUMO energy (spin up / spin down)	0.163 / 0.163	Ha

```
83
C18H45CrCsN3O12PS2 | OMol25 | wB97M-V/def2-TZVPD
Cr 11.17 11.44 -9.29
Cs 10.91 10.10 -13.51
P 11.77 11.68 -7.04
O 12.84 11.68 -8.17
O 11.05 10.38 -7.52
O 10.70 12.60 -7.77
O 12.05 12.09 -5.63
S 9.82 9.21 -10.21
O 9.29 8.82 -11.52
O 9.68 8.25 -9.12
O 11.26 9.60 -10.20
O 9.33 10.57 -9.77
S 11.74 13.21 -11.43
O 10.59 13.15 -10.47
O 11.34 12.98 -12.82
O 12.56 14.41 -11.27
O 12.38 11.94 -10.94
C 5.74 10.65 -14.27
C 7.24 10.36 -14.17
N 8.11 11.44 -14.60
C 8.06 11.62 -16.06
C 8.79 10.55 -16.86
C 8.08 12.74 -13.91
C 8.00 12.69 -12.39
H 5.45 11.67 -13.99
H 5.07 9.97 -13.74
H 5.40 10.62 -15.31
H 7.52 10.34 -13.11
H 7.50 9.39 -14.59
H 6.99 11.62 -16.34
H 8.44 12.60 -16.37
H 9.86 10.57 -16.65
H 8.35 9.57 -16.68
H 8.70 10.76 -17.93
H 7.23 13.35 -14.28
H 9.03 13.19 -14.18
H 8.03 13.72 -12.03
H 8.94 12.30 -11.98
H 7.19 12.12 -11.94
C 15.39 17.91 -12.71
C 14.30 16.87 -13.01
N 14.33 16.48 -14.44
C 13.81 15.09 -14.49
C 14.96 14.12 -14.27
C 13.57 17.47 -15.21
C 13.50 17.15 -16.70
H 15.26 18.82 -13.29
H 16.34 17.42 -12.94
H 15.41 18.19 -11.66
H 14.48 15.99 -12.39
H 13.30 17.23 -12.75
H 12.93 14.94 -13.86
H 13.36 14.92 -15.47
H 15.74 14.54 -13.63
H 14.66 13.19 -13.79
H 15.55 13.95 -15.18
H 14.15 18.39 -15.10
H 12.55 17.57 -14.81
H 12.83 17.83 -17.24
H 13.16 16.15 -16.92
H 14.48 17.34 -17.14
C 15.12 10.06 -10.77
C 16.09 10.94 -11.54
N 17.22 11.44 -10.77
C 17.85 12.59 -11.39
C 18.20 12.48 -12.90
C 18.12 10.37 -10.41
C 19.28 10.75 -9.49
H 14.11 10.15 -11.13
H 15.13 10.40 -9.73
H 15.45 9.02 -10.65
H 16.43 10.46 -12.48
H 15.54 11.81 -11.94
H 17.22 13.47 -11.24
H 18.81 12.86 -10.96
H 18.62 13.44 -13.21
H 18.87 11.65 -13.16
H 17.31 12.32 -13.52
H 18.56 9.85 -11.28
H 17.52 9.62 -9.89
H 19.91 11.52 -9.94
H 19.85 9.84 -9.29
H 18.94 11.13 -8.52
```

[2]
2 unconnected molecules or ions with the total composition C4H8O2. Source: OMol25; level of theory: wB97M-V/def2-TZVPD.

Values from the calculation:
ΔE to the lowest compared entry with this formula, charge and spin	3.818	eV
HOMO level	-0.3462	Eh
molar mass	88.1	g/mol
2S+1	1
structure (SMILES)	OC1C=C1.CO
charge	0
largest force on an atom	0.009	hartree/bohr
LUMO energy	0.033	Ha

```
14
C4H8O2 | OMol25 | wB97M-V/def2-TZVPD
C 1.91 -0.35 -1.10
O 1.43 0.65 -0.22
C -1.21 -0.83 0.43
C -1.15 -0.20 1.57
C -1.85 0.51 0.46
O -1.32 1.62 -0.18
H 1.10 -0.87 -1.63
H 2.52 -1.09 -0.57
H 2.55 0.14 -1.84
H -0.93 -1.70 -0.16
H 1.03 0.20 0.53
H -0.79 -0.18 2.59
H -2.93 0.61 0.47
H -0.37 1.48 -0.35
```

[3]
A molecular structure, C23H20FMnN4O11Si at a distorted geometry. Source: OMol25; level of theory: wB97M-V/def2-TZVPD.

Values from the calculation:
ΔE to the lowest compared entry with this formula, charge and spin	0.000	eV
HOMO level (spin up / spin down)	-0.1757 / -0.1807	Eh
molar mass	630.5	g/mol
2S+1	6
charge	-1
largest force on an atom	0.035	hartree/bohr
⟨S²⟩	8.7546
LUMO energy (spin up / spin down)	0.060 / 0.058	Ha

```
61
C23H20FMnN4O11Si | OMol25 | wB97M-V/def2-TZVPD
Mn 0.29 -0.21 -0.14
O -1.03 3.72 -0.91
C -0.95 2.40 -0.74
O -0.46 1.65 -1.51
C -1.55 1.96 0.58
C -2.13 2.85 1.45
C -2.59 2.37 2.67
C -2.40 1.05 2.98
C -1.78 0.22 2.05
N -1.37 0.68 0.86
C -1.48 -1.24 2.38
O -1.24 -1.49 3.65
O -1.53 -2.06 1.51
H -0.32 3.96 -1.53
H -2.21 3.89 1.17
H -3.05 3.04 3.39
H -2.72 0.64 3.93
H -0.57 -0.80 3.95
C 3.83 0.40 -1.23
Si 3.16 -1.35 -1.24
C 3.50 -2.25 0.36
C 4.24 -2.25 -2.48
N 1.44 -1.28 -1.49
C 0.73 -1.86 -2.53
C 1.26 -2.56 -3.65
C 0.46 -3.10 -4.65
C -0.92 -2.97 -4.64
C -1.49 -2.29 -3.57
C -0.67 -1.78 -2.59
F -1.30 -1.11 -1.57
H 4.48 0.59 -0.36
H 3.02 1.13 -1.20
H 4.43 0.58 -2.13
H 4.48 -1.96 0.77
H 3.51 -3.33 0.18
H 2.74 -2.02 1.11
H 5.27 -2.18 -2.09
H 4.23 -1.80 -3.48
H 4.00 -3.32 -2.57
H 2.33 -2.68 -3.72
H 0.95 -3.62 -5.47
H -1.53 -3.39 -5.42
H -2.56 -2.16 -3.48
O 0.82 0.12 3.97
C 1.33 0.26 2.83
O 1.15 -0.52 1.85
C 2.19 1.46 2.61
C 3.05 1.86 3.59
C 3.88 2.97 3.39
C 3.77 3.74 2.26
C 2.86 3.39 1.28
C 2.09 2.16 1.35
O 1.37 1.75 0.42
N 2.75 4.32 0.15
O 3.47 5.31 0.14
O 1.92 4.10 -0.72
N 4.87 3.34 4.40
O 5.56 4.33 4.21
O 4.96 2.63 5.39
H 3.10 1.31 4.52
H 4.38 4.62 2.13
```

no.,E_tot (hartree)
1,-3982.4471
2,-307.5721
3,-3475.6181